(1)
{
  "formula": "C29H40ClN2O18",
  "method": "ωB97M-V/def2-TZVPD",
  "charge": 1,
  "multiplicity": 1,
  "e_lumo_ha": -0.14549,
  "gap_ev": 7.83,
  "homo_ev": -11.79,
  "elements": ["N", "C", "O", "C", "C", "O", "C", "O", "C", "C", "C", "N", "C", "Cl", "C", "H", "H", "H", "H", "H", "H", "H", "H", "H", "H", "C", "C", "C", "O", "C", "O", "O", "H", "H", "H", "H", "H", "H", "C", "C", "C", "O", "C", "O", "O", "H", "H", "H", "H", "H", "H", "C", "C", "C", "O", "C", "O", "O", "H", "H", "H", "H", "H", "H", "C", "C", "C", "O", "C", "O", "O", "H", "H", "H", "H", "H", "H", "C", "C", "C", "O", "C", "O", "O", "H", "H", "H", "H", "H", "H"],
  "coordinates": [[-5.297, 2.495, -2.412], [-3.896, 2.429, -2.600], [-3.181, 3.218, -2.020], [-3.409, 1.377, -3.591], [-2.532, 0.265, -2.968], [-2.087, 0.572, -1.624], [-0.795, 0.237, -1.438], [-0.358, -0.884, -1.496], [0.115, 1.411, -1.095], [0.384, 1.684, 0.244], [1.177, 2.761, 0.511], [1.646, 3.495, -0.491], [1.426, 3.234, -1.773], [2.109, 4.209, -3.016], [0.648, 2.171, -2.133], [-5.654, 1.662, -1.954], [-5.529, 3.314, -1.862], [-4.292, 0.894, -4.016], [-2.875, 1.893, -4.386], [-1.710, 0.056, -3.664], [-3.116, -0.662, -2.937], [-0.012, 1.068, 1.042], [1.397, 2.984, 1.555], [2.220, 4.302, -0.250], [0.456, 1.930, -3.173], [4.439, 7.023, 1.593], [4.943, 5.702, 2.121], [6.217, 5.217, 1.479], [6.111, 3.794, 1.646], [4.797, 3.495, 1.695], [4.348, 2.394, 1.645], [4.040, 4.624, 1.802], [3.482, 7.274, 2.050], [5.148, 7.822, 1.807], [4.274, 6.976, 0.515], [5.038, 5.747, 3.209], [7.109, 5.599, 1.968], [6.272, 5.435, 0.410], [-1.320, -2.663, 0.706], [-0.856, -4.003, 1.222], [0.392, -4.527, 0.560], [0.245, -5.942, 0.722], [-1.092, -6.194, 0.788], [-1.576, -7.275, 0.741], [-1.798, -5.037, 0.914], [-2.263, -2.381, 1.178], [-0.580, -1.890, 0.912], [-1.503, -2.700, -0.366], [-0.742, -3.967, 2.311], [1.304, -4.176, 1.040], [0.440, -4.304, -0.509], [-3.657, 3.508, -9.722], [-4.071, 2.568, -8.618], [-4.314, 3.234, -7.289], [-4.050, 2.163, -6.368], [-3.163, 1.331, -6.979], [-2.590, 0.445, -6.427], [-3.016, 1.648, -8.284], [-3.431, 2.951, -10.630], [-4.450, 4.224, -9.939], [-2.752, 4.054, -9.451], [-4.939, 1.980, -8.932], [-5.333, 3.597, -7.178], [-3.618, 4.049, -7.079], [1.463, -0.207, 5.111], [1.377, 1.271, 5.399], [0.132, 1.693, 6.135], [-0.009, 3.060, 5.719], [0.561, 3.165, 4.500], [0.464, 4.112, 3.785], [1.262, 2.041, 4.188], [2.350, -0.427, 4.516], [1.511, -0.781, 6.035], [0.601, -0.543, 4.530], [2.279, 1.603, 5.921], [0.235, 1.626, 7.215], [-0.761, 1.144, 5.825], [1.029, -8.772, 2.276], [1.018, -9.325, 3.678], [0.275, -8.476, 4.675], [0.922, -8.822, 5.904], [2.193, -9.200, 5.592], [3.055, -9.375, 6.387], [2.337, -9.344, 4.248], [1.641, -9.397, 1.625], [0.020, -8.725, 1.867], [1.466, -7.772, 2.253], [0.642, -10.352, 3.673], [-0.787, -8.706, 4.718], [0.405, -7.403, 4.507]],
  "lowdin_charge": [0.131, -0.492, 0.063, -0.076, -0.113, 0.020, -0.434, 0.163, -0.032, 0.070, 0.008, 0.125, -0.624, 0.805, 0.018, 0.101, 0.095, 0.119, 0.102, 0.130, 0.136, 0.145, 0.137, 0.173, 0.145, -0.018, -0.327, -0.083, 0.081, -0.564, 0.157, 0.054, 0.091, 0.098, 0.087, 0.165, 0.146, 0.142, -0.029, -0.333, -0.090, 0.051, -0.548, 0.168, 0.092, 0.093, 0.077, 0.081, 0.159, 0.141, 0.144, -0.018, -0.327, -0.083, 0.031, -0.556, 0.157, 0.100, 0.091, 0.095, 0.092, 0.163, 0.144, 0.142, -0.018, -0.328, -0.084, 0.079, -0.564, 0.151, 0.063, 0.090, 0.097, 0.086, 0.163, 0.145, 0.143, -0.019, -0.331, -0.101, 0.060, -0.558, 0.169, 0.086, 0.093, 0.075, 0.082, 0.162, 0.140, 0.136]
}

***

(2)
{
  "formula": "C9H26O7",
  "method": "ωB97M-V/def2-TZVPD",
  "multiplicity": 1,
  "e_lumo_ha": 0.01779,
  "smiles": "CC(C)O.OCCO.OCCO.OCCO",
  "de_lowest_kcal_mol": 0.0,
  "gap_ev": 10.17,
  "homo_ev": -9.68,
  "elements": ["C", "C", "C", "O", "H", "H", "H", "H", "H", "H", "H", "H", "O", "C", "C", "O", "H", "H", "H", "H", "H", "H", "O", "C", "C", "O", "H", "H", "H", "H", "H", "H", "O", "C", "C", "O", "H", "H", "H", "H", "H", "H"],
  "coordinates": [[-0.844, 2.837, 0.696], [0.620, 2.791, 0.314], [1.468, 3.637, 1.240], [1.062, 1.419, 0.348], [-1.145, 3.874, 0.879], [-1.013, 2.323, 1.645], [-1.522, 2.450, -0.063], [0.763, 3.182, -0.698], [2.525, 3.598, 0.957], [1.426, 3.280, 2.274], [1.147, 4.677, 1.208], [1.927, 1.400, 0.770], [-4.044, 0.285, 3.417], [-2.669, 0.214, 3.130], [-1.990, -1.010, 3.704], [-2.295, -1.076, 5.103], [-4.176, -0.205, 4.236], [-2.442, 0.219, 2.060], [-2.154, 1.097, 3.540], [-0.921, -0.880, 3.506], [-2.310, -1.946, 3.243], [-1.531, -1.401, 5.581], [2.361, -1.734, -2.065], [2.762, -2.342, -3.281], [2.927, -1.368, -4.407], [4.174, -0.681, -4.382], [3.112, -1.561, -1.493], [3.679, -2.934, -3.165], [1.990, -3.067, -3.562], [2.136, -0.622, -4.379], [2.823, -1.918, -5.354], [4.860, -1.347, -4.493], [-0.563, -0.924, 0.277], [-1.466, -0.652, -0.787], [-1.781, -1.962, -1.467], [-0.804, -2.347, -2.432], [-0.133, -0.100, 0.547], [-2.411, -0.230, -0.422], [-0.971, -0.005, -1.516], [-2.724, -1.884, -2.010], [-1.897, -2.763, -0.728], [0.046, -2.327, -1.974]],
  "lowdin_charge": [-0.047, -0.468, -0.065, -0.064, 0.085, 0.072, 0.079, 0.138, 0.082, 0.090, 0.084, 0.091, -0.045, -0.270, -0.236, -0.071, 0.078, 0.097, 0.114, 0.119, 0.123, 0.082, -0.058, -0.253, -0.252, -0.067, 0.089, 0.123, 0.119, 0.126, 0.120, 0.079, -0.086, -0.253, -0.246, -0.076, 0.037, 0.111, 0.126, 0.117, 0.121, 0.054]
}

***

(3)
{
  "formula": "C51H62N4O7",
  "method": "ωB97M-V/def2-TZVPD",
  "multiplicity": 1,
  "e_lumo_ha": 0.02259,
  "de_lowest_kcal_mol": 6.8,
  "gap_ev": 8.91,
  "homo_ev": -8.29,
  "elements": ["C", "C", "H", "C", "H", "C", "C", "H", "H", "C", "N", "C", "O", "C", "H", "C", "C", "C", "H", "C", "N", "C", "C", "C", "O", "O", "C", "C", "C", "C", "C", "C", "C", "H", "H", "H", "H", "H", "H", "H", "C", "N", "C", "O", "H", "C", "C", "C", "C", "C", "C", "H", "H", "C", "C", "C", "C", "C", "C", "H", "H", "H", "H", "H", "H", "H", "H", "C", "H", "H", "H", "H", "H", "H", "H", "H", "H", "H", "H", "C", "C", "C", "C", "C", "C", "C", "H", "H", "H", "C", "O", "O", "C", "H", "H", "H", "H", "H", "C", "O", "N", "H", "C", "C", "C", "C", "H", "H", "H", "H", "H", "H", "H", "H", "H", "H", "H", "H", "H", "H", "H", "H", "H", "H"],
  "coordinates": [[-5.328, -3.428, -7.929], [-4.936, -2.197, -7.121], [-3.924, -2.331, -6.737], [-5.906, -1.955, -5.966], [-6.917, -1.876, -6.371], [-5.598, -0.685, -5.172], [-4.309, -0.792, -4.362], [-3.468, -0.971, -5.031], [-4.376, -1.639, -3.674], [-4.044, 0.484, -3.559], [-2.827, 0.376, -2.781], [-2.780, 0.048, -1.472], [-1.724, -0.260, -0.927], [-4.066, 0.130, -0.671], [-4.759, -0.650, -0.996], [-3.754, -0.016, 0.817], [-4.956, 0.312, 1.697], [-4.701, 0.051, 3.183], [-4.321, -0.964, 3.304], [-3.747, 1.053, 3.844], [-2.364, 0.905, 3.428], [-1.607, -0.214, 3.695], [-0.445, -0.446, 3.028], [0.348, -1.650, 3.259], [0.210, -2.443, 4.168], [1.272, -1.817, 2.290], [2.206, -2.882, 2.443], [3.516, -2.368, 2.979], [3.567, -1.791, 4.242], [4.763, -1.315, 4.745], [5.921, -1.403, 3.991], [5.875, -1.968, 2.730], [4.679, -2.449, 2.227], [4.653, -2.903, 1.247], [6.775, -2.036, 2.136], [6.856, -1.034, 4.384], [4.792, -0.882, 5.735], [2.665, -1.729, 4.833], [1.779, -3.626, 3.129], [2.335, -3.322, 1.452], [0.067, 0.521, 1.982], [-0.653, 1.774, 2.109], [-1.821, 1.989, 2.726], [-2.379, 3.071, 2.705], [-0.246, 2.575, 1.646], [1.538, 0.826, 2.174], [2.476, 0.528, 1.198], [3.808, 0.837, 1.387], [4.238, 1.476, 2.549], [3.288, 1.776, 3.523], [1.959, 1.450, 3.340], [1.235, 1.689, 4.107], [3.589, 2.290, 4.424], [5.651, 1.834, 2.735], [6.239, 1.802, 3.998], [7.570, 2.131, 4.169], [8.342, 2.506, 3.082], [7.768, 2.554, 1.823], [6.437, 2.221, 1.651], [5.997, 2.284, 0.667], [8.360, 2.855, 0.971], [9.382, 2.763, 3.216], [8.010, 2.095, 5.156], [5.652, 1.497, 4.851], [4.530, 0.565, 0.631], [2.155, 0.036, 0.294], [-0.092, 0.106, 0.973], [-2.082, -1.151, 4.761], [-2.977, -0.802, 5.260], [-1.291, -1.278, 5.498], [-2.264, -2.139, 4.342], [-3.828, 0.986, 4.934], [-4.030, 2.070, 3.558], [-5.653, 0.118, 3.715], [-5.805, -0.301, 1.382], [-5.232, 1.360, 1.558], [-3.407, -1.031, 1.017], [-2.933, 0.661, 1.043], [-4.532, 1.103, -0.845], [-1.577, 0.526, -3.532], [-0.577, 1.331, -2.729], [-1.028, 2.413, -1.986], [-0.161, 3.126, -1.170], [1.187, 2.787, -1.121], [1.653, 1.765, -1.925], [0.781, 1.039, -2.721], [1.162, 0.241, -3.340], [2.705, 1.519, -1.923], [1.858, 3.332, -0.475], [-0.735, 4.238, -0.369], [-1.729, 4.849, -0.671], [-0.020, 4.473, 0.742], [-0.532, 5.474, 1.619], [0.281, 5.731, 2.294], [-1.381, 5.065, 2.172], [-0.855, 6.345, 1.048], [-2.068, 2.705, -2.004], [-1.821, 1.092, -4.440], [-1.011, -0.826, -4.022], [-0.889, -1.064, -5.208], [-0.711, -1.677, -3.035], [-0.817, -1.346, -2.079], [-0.061, -2.946, -3.266], [1.458, -2.844, -3.099], [1.864, -2.422, -1.689], [3.370, -2.215, -1.578], [3.704, -1.467, -2.295], [3.634, -1.873, -0.580], [3.902, -3.142, -1.783], [1.543, -3.185, -0.976], [1.357, -1.492, -1.423], [1.838, -2.120, -3.823], [1.902, -3.813, -3.336], [-0.470, -3.678, -2.564], [-0.298, -3.253, -4.288], [-3.946, 1.333, -4.243], [-4.889, 0.686, -2.901], [-6.429, -0.484, -4.490], [-5.524, 0.160, -5.860], [-5.888, -2.815, -5.292], [-4.931, -1.322, -7.774], [-5.326, -4.315, -7.299], [-4.628, -3.587, -8.746], [-6.325, -3.310, -8.349]],
  "lowdin_charge": [-0.117, -0.271, 0.102, -0.229, 0.111, -0.213, -0.171, 0.098, 0.127, -0.145, -0.010, -0.419, 0.042, -0.087, 0.131, -0.189, -0.189, -0.169, 0.103, -0.141, 0.031, -0.155, -0.023, -0.433, 0.080, -0.003, -0.096, -0.186, -0.020, -0.080, -0.097, -0.073, -0.046, 0.100, 0.106, 0.102, 0.106, 0.116, 0.133, 0.121, -0.185, 0.182, -0.489, 0.063, 0.129, -0.177, -0.030, -0.017, -0.176, -0.014, -0.006, 0.124, 0.113, -0.181, -0.056, -0.084, -0.093, -0.083, -0.032, 0.108, 0.102, 0.100, 0.103, 0.102, 0.112, 0.097, 0.143, 0.001, 0.071, 0.096, 0.101, 0.119, 0.121, 0.115, 0.113, 0.120, 0.129, 0.098, 0.129, -0.117, -0.148, 0.045, -0.112, -0.012, -0.059, -0.011, 0.112, 0.107, 0.121, -0.462, 0.129, -0.068, -0.034, 0.096, 0.078, 0.096, 0.136, 0.165, -0.475, 0.064, 0.088, 0.103, -0.166, -0.190, -0.265, -0.100, 0.074, 0.039, 0.077, 0.107, 0.083, 0.113, 0.116, 0.124, 0.119, 0.135, 0.113, 0.112, 0.116, 0.114, 0.112, 0.071, 0.068, 0.069]
}

***

(4)
{
  "formula": "C23H29N5O3PdSSe",
  "method": "ωB97M-V/def2-TZVPD",
  "multiplicity": 1,
  "e_lumo_ha": 0.00075,
  "de_lowest_kcal_mol": 6.9,
  "gap_ev": 7.32,
  "homo_ev": -7.30,
  "elements": ["Pd", "N", "C", "C", "C", "C", "C", "C", "S", "O", "O", "N", "C", "N", "C", "C", "C", "N", "H", "H", "H", "H", "H", "H", "H", "H", "H", "C", "N", "C", "C", "C", "O", "H", "H", "H", "H", "H", "H", "H", "H", "H", "C", "C", "C", "C", "C", "C", "Se", "C", "C", "C", "H", "H", "H", "H", "H", "H", "H", "H", "H", "H", "H"],
  "coordinates": [[0.408, 0.376, -1.170], [-4.194, -4.550, 1.432], [-3.484, -3.853, 0.465], [-2.100, -3.710, 0.568], [-1.402, -2.968, -0.367], [-2.082, -2.370, -1.418], [-3.461, -2.504, -1.537], [-4.154, -3.240, -0.599], [-1.210, -1.365, -2.565], [-1.674, -1.617, -3.890], [0.225, -1.571, -2.285], [-1.342, 0.175, -2.097], [-2.333, 1.022, -2.529], [-2.019, 2.321, -2.553], [-2.977, 3.148, -2.937], [-4.236, 2.717, -3.328], [-4.445, 1.351, -3.275], [-3.517, 0.496, -2.863], [-3.668, -5.221, 1.966], [-5.099, -4.892, 1.153], [-1.571, -4.179, 1.389], [-0.330, -2.853, -0.289], [-3.972, -2.017, -2.357], [-5.229, -3.346, -0.682], [-2.723, 4.204, -2.941], [-5.004, 3.403, -3.651], [-5.398, 0.918, -3.561], [2.993, 1.891, -2.296], [3.879, 0.896, -1.696], [5.158, 0.647, -2.344], [3.439, 0.124, -0.694], [4.392, -0.850, -0.057], [2.284, 0.191, -0.238], [3.606, 2.679, -2.727], [2.344, 2.318, -1.535], [2.368, 1.455, -3.080], [5.449, 1.540, -2.891], [5.096, -0.184, -3.050], [5.934, 0.432, -1.614], [5.292, -0.352, 0.305], [4.694, -1.616, -0.773], [3.876, -1.320, 0.774], [1.548, -0.094, 5.525], [1.143, 0.497, 4.202], [-0.049, 0.146, 3.593], [-0.444, 0.693, 2.372], [-1.750, 0.260, 1.761], [0.394, 1.617, 1.743], [-0.114, 2.362, 0.038], [1.614, 1.983, 2.337], [2.564, 2.948, 1.682], [1.961, 1.421, 3.557], [0.827, -0.840, 5.858], [1.615, 0.676, 6.296], [2.526, -0.574, 5.459], [-0.703, -0.571, 4.078], [-2.312, -0.361, 2.461], [-1.593, -0.317, 0.845], [-2.359, 1.121, 1.488], [2.892, 2.574, 0.710], [3.438, 3.110, 2.314], [2.086, 3.911, 1.503], [2.901, 1.710, 4.016]],
  "lowdin_charge": [0.680, 0.100, -0.319, -0.028, -0.069, -0.301, -0.054, -0.023, 0.614, -0.262, -0.401, -0.240, -0.467, 0.094, -0.132, -0.063, -0.127, 0.128, 0.089, 0.089, 0.112, 0.111, 0.102, 0.112, 0.109, 0.094, 0.109, -0.039, -0.127, -0.033, -0.467, 0.021, -0.109, 0.091, 0.027, 0.095, 0.088, 0.102, 0.082, 0.088, 0.095, 0.092, -0.057, -0.274, -0.019, -0.298, -0.083, -0.518, 0.764, -0.306, -0.082, -0.024, 0.071, 0.080, 0.077, 0.111, 0.076, 0.046, 0.065, 0.045, 0.074, 0.071, 0.114]
}